Formula: C4H14N3
Source: OMol25
Level of theory: the ωB97M-V functional and the def2-TZVPD basis

CARTESIAN COORDINATES (ANGSTROEM)
C 0.2841 -3.5624 -0.4139
C 1.3700 -2.6248 -0.9122
H 0.6957 -3.9879 0.4694
H -0.6409 -3.0247 -0.2159
H -0.1172 -4.3078 -1.0860
H 2.4793 -3.1859 -0.8080
H 1.0386 -2.3468 -1.9186
H 1.6440 -1.7676 -0.2737
C -0.0023 0.1051 1.6661
C -0.4999 1.6589 -0.1172
N -0.1849 0.4161 0.2781
N -0.1524 2.6785 0.7778
N -1.0875 2.0116 -1.3174
H -0.3526 -0.4237 -0.3724
H 0.3939 2.3256 1.6477
H -0.1119 3.6830 0.5779
H -1.0516 1.3223 -2.0579
H -1.1811 2.9583 -1.5957
H 0.4270 0.6773 2.3970
H 0.8249 -0.7126 1.7002
H -0.9854 -0.4143 2.0291

The value obtained for the total energy is -8838.0525 eV. The net charge is +1. For the LUMO energy, the calculation gives -3.174 eV. Its gap between HOMO and LUMO is 11.0394 eV. As for the HOMO energy: -14.21 eV.